Entry 1:
Entry from the OMol25 dataset: a cluster of 7 separate species, C33H43Cl2FN2O13S in total (ωB97M-V/def2-TZVPD).

Element x y z (Å)
C -5.27996 3.51778 -2.64727
C -4.14783 2.82925 -3.59937
Cl -2.75048 3.94946 -3.99155
C -3.71198 1.37665 -3.05532
Cl -5.09832 0.47593 -2.19309
C -2.37508 1.35067 -2.18946
C -1.40259 0.10475 -2.39726
C -0.06083 -0.06016 -1.55427
F 0.75462 -1.22826 -1.76983
C 0.39302 0.99631 -0.49896
N 1.56536 1.02502 0.35951
S 1.34688 2.47216 1.27211
N -0.11908 3.15224 0.66907
C -0.59821 2.23017 -0.32793
C -1.94456 2.39229 -1.14103
O -2.76005 3.52487 -0.86176
H -5.21576 4.66586 -2.65896
H -6.33581 3.14252 -2.93228
H -5.14416 3.19465 -1.54386
H -4.69703 2.63863 -4.60018
H -3.49864 0.73498 -3.99500
H -1.67385 -0.72816 -3.14359
H -2.24803 4.31046 -1.19419
O -1.11451 -0.14963 -6.18650
C -0.02234 0.36642 -6.16093
C 1.09893 -0.00059 -5.22781
C 2.02781 1.18614 -5.36853
C 1.75543 1.64848 -6.77980
O 0.37560 1.34444 -7.01568
H 1.56466 -0.92581 -5.57668
H 0.73283 -0.10746 -4.20889
H 3.07694 0.94550 -5.18898
H 1.73493 1.96732 -4.65946
H 2.36155 1.11388 -7.51719
H 1.92048 2.72087 -6.89768
O 2.87442 5.10753 5.16200
C 1.80939 4.54457 5.19195
C 1.07054 4.13410 6.43658
C 0.04966 3.15718 5.89254
C -0.17416 3.66679 4.48918
O 1.08172 4.22658 4.08536
H 0.59741 5.01517 6.87746
H 1.74097 3.65761 7.15216
H -0.86417 3.10674 6.48205
H 0.48255 2.16024 5.85753
H -0.93517 4.45240 4.44765
H -0.45647 2.86467 3.80415
O -0.91029 0.92007 6.17198
C -2.03182 0.66607 6.53653
C -3.17928 0.27988 5.64376
C -4.37084 0.47219 6.55710
C -3.78110 0.20607 7.92205
O -2.42221 0.65087 7.83874
H -3.06069 -0.76364 5.34258
H -3.23327 0.92951 4.76996
H -5.21563 -0.17636 6.31909
H -4.71514 1.50970 6.49763
H -3.78462 -0.85793 8.17655
H -4.30091 0.75855 8.70670
O 5.19871 1.38597 9.73727
C 4.82550 1.16116 8.61496
C 5.56928 1.51239 7.35503
C 4.49300 1.36883 6.30105
C 3.59016 0.31391 6.89611
O 3.67079 0.50506 8.31287
H 6.38111 0.79590 7.20873
H 5.95669 2.53017 7.39837
H 4.87767 1.10000 5.31565
H 3.94661 2.31285 6.20389
H 3.92520 -0.70100 6.66126
H 2.55509 0.42880 6.56809
O -0.19829 -6.37985 -5.46277
C -0.86720 -5.41370 -5.73051
C -2.03721 -5.38807 -6.67605
C -2.21696 -3.90419 -6.91878
C -1.71420 -3.29979 -5.62929
O -0.68490 -4.18643 -5.17366
H -2.90575 -5.82829 -6.18034
H -1.80835 -5.92172 -7.59846
H -3.24326 -3.61925 -7.15629
H -1.57848 -3.58843 -7.75007
H -2.49410 -3.24723 -4.86285
H -1.29954 -2.30161 -5.78088
O 5.53019 -4.25695 -3.94214
C 4.47011 -4.82946 -3.90617
C 3.73433 -5.23748 -2.65838
C 2.72204 -6.22718 -3.19479
C 2.49388 -5.72980 -4.60219
O 3.74642 -5.16141 -5.00874
H 3.25326 -4.35749 -2.22448
H 4.40899 -5.70197 -1.93923
H 1.80600 -6.28200 -2.60422
H 3.16603 -7.22766 -3.22211
H 1.72695 -4.95282 -4.64873
H 2.21942 -6.53747 -5.28078

Cartesian forces, eV/Å:
0.27 -0.14 0.86
-2.73 -0.41 0.17
-0.85 -0.93 0.31
1.93 0.04 -0.81
1.10 0.82 -0.65
3.01 0.20 2.73
2.60 1.29 3.10
-2.61 0.85 -1.20
-2.02 2.93 0.49
-0.61 0.53 -0.03
-4.80 2.33 -1.59
-2.06 -1.06 -2.58
0.79 -4.13 -2.16
1.11 -0.37 0.62
0.30 -2.26 -1.40
2.16 -1.15 -0.91
-0.15 -1.83 -0.29
1.84 0.75 0.16
-0.02 0.59 -1.92
1.26 0.36 1.54
-0.30 0.98 1.70
0.55 1.52 1.32
-0.69 -0.89 0.51
0.36 0.68 -0.26
-0.49 -0.50 -0.12
0.21 0.34 0.20
0.49 0.09 0.48
0.50 0.33 -0.18
-0.55 -0.40 0.27
-0.13 -0.05 0.09
-0.06 -0.32 -0.14
-0.08 0.06 -0.08
0.05 -0.06 -0.08
-0.07 0.01 0.03
-0.22 -0.12 -0.16
-0.58 -0.47 -0.53
0.82 0.76 0.33
-0.29 -0.35 -0.03
0.31 0.43 0.31
-0.53 -0.17 -0.07
0.46 0.12 0.06
0.20 0.04 0.04
0.04 0.36 0.02
0.18 0.10 -0.11
0.08 0.51 -0.03
0.06 0.00 -0.06
0.13 0.18 -0.09
-1.39 -1.45 0.82
0.84 -0.33 -0.38
-0.47 0.28 -0.02
-0.61 0.04 -0.27
-0.44 -0.13 0.39
0.42 0.20 -0.43
0.11 0.10 -0.08
0.27 -0.25 -0.05
0.07 0.05 0.10
0.00 -0.12 0.04
0.04 0.06 -0.01
0.28 -0.05 0.03
-0.66 -0.27 -0.55
0.64 0.06 0.98
-0.20 0.28 -0.42
0.08 0.27 -0.62
-0.31 -0.23 -0.36
0.21 0.24 0.29
0.04 0.10 0.12
0.20 -0.23 0.21
-0.11 -0.01 0.07
0.06 -0.08 -0.04
-0.02 0.04 0.04
0.03 -0.11 0.26
-0.26 0.76 0.07
0.21 -0.94 0.30
-0.05 0.35 -0.43
-0.36 0.16 -0.49
-0.17 0.74 0.02
0.23 -0.61 -0.07
0.11 -0.12 -0.04
-0.06 -0.26 0.29
0.11 0.05 0.07
-0.08 0.02 0.10
0.03 -0.07 -0.01
0.03 -0.22 0.21
-0.59 -0.38 -0.41
0.76 0.70 0.02
-0.18 -0.51 0.12
-0.31 -0.38 0.43
-0.48 -0.21 -0.26
0.61 0.19 0.33
0.15 0.01 0.03
0.06 0.39 0.00
0.03 0.00 -0.15
-0.07 0.08 -0.01
0.11 -0.08 0.00
0.14 0.29 -0.07

Properties
* SMILES: C[C@@H](Cl)[C@H](Cl)c1cc(F)c2nsnc2c1O.O=C1CCCO1.O=C1CCCO1.O=C1CCCO1.O=C1CCCO1.O=C1CCCO1.O=C1CCCO1
* HOMO: -8.90 eV

=====

Entry 2:
Entry from the OMol25 dataset: a cluster of 4 separate species, C30H51F2N3O11PSSi in total (ωB97M-V/def2-TZVPD).

Element x y z (Å)
C -0.12275 0.29236 5.46794
C -1.66009 0.73647 5.28222
C -1.62527 2.14008 4.51815
C -2.95583 2.45554 3.71505
O -2.84712 2.33724 2.26863
C -2.17379 1.19314 1.87327
C -2.92669 -0.08739 2.04888
N -4.30106 -0.03030 2.57277
C -5.03184 0.37878 1.61365
O -5.83365 0.65328 0.83611
N -2.33579 -1.31927 1.68428
C -3.18155 -2.53881 1.85298
C -4.24022 -2.74105 0.67810
C -3.70803 -2.35460 -0.77232
C -4.52666 -1.19727 -1.49301
C -1.02889 -1.37134 1.19134
O -0.57774 -2.64147 0.87900
C -0.18362 -0.14318 0.97611
C 1.23959 -0.17086 0.45084
O 1.75657 -1.44160 0.15938
C 1.36562 -1.67468 -1.24553
C 1.59809 -3.17803 -1.70739
C 2.24797 -3.25588 -3.15377
C 3.84561 -3.12046 -3.06616
C 2.07221 1.05820 0.23472
Si 3.88601 0.87408 -0.38478
C 5.10720 2.11479 0.45161
C 4.68738 -0.82718 -0.14691
C 3.81439 1.18320 -2.29498
C 1.42206 2.43764 0.51826
P 2.28641 4.08182 0.23392
O 3.19580 4.10142 -1.19750
O 1.18476 5.35308 -0.03138
S 3.32069 4.66730 1.76775
C 0.01251 2.49773 1.06095
N -0.65241 3.72399 1.40298
C -1.54807 4.29868 0.47150
O -2.24930 3.58925 -0.19792
F -1.66040 5.66249 0.20629
C -0.20880 4.48624 2.50223
O -0.62675 5.55994 2.81110
F 0.76059 3.94384 3.36015
C -0.75858 1.20826 1.29513
H 0.50325 0.58227 4.56244
H -0.00122 -0.81682 5.61851
H 0.26350 0.84538 6.38096
H -2.10929 0.82814 6.31476
H -2.20243 -0.05538 4.69148
H -0.69679 2.24687 3.89337
H -1.55241 2.92930 5.33532
H -3.20575 3.54662 3.91798
H -3.83062 1.87536 4.15295
H -3.78495 -2.47307 2.81422
H -2.58851 -3.48732 1.93132
H -5.21419 -2.19869 0.86416
H -4.48433 -3.85051 0.64592
H -3.82009 -3.27055 -1.43854
H -2.61835 -2.07095 -0.82257
H -4.15779 -1.15384 -2.56933
H -4.31445 -0.16574 -1.07212
H -5.62999 -1.42527 -1.54012
H 0.06851 -2.91361 1.56896
H 1.89579 -0.96384 -1.95625
H 0.25358 -1.44601 -1.35053
H 0.57112 -3.65378 -1.78410
H 2.24950 -3.66793 -0.92563
H 1.79497 -2.51491 -3.88700
H 2.02609 -4.28486 -3.55758
H 4.10807 -3.20338 -1.96570
H 4.31427 -4.03296 -3.55394
H 4.20878 -2.16150 -3.53273
H 6.11656 1.58864 0.52385
H 4.78889 2.30728 1.51251
H 5.28654 3.03708 -0.16276
H 4.56328 -1.45421 -1.08799
H 4.28644 -1.39653 0.74115
H 5.80921 -0.74254 0.00286
H 3.77025 0.15208 -2.78064
H 2.87185 1.71389 -2.61743
H 4.75545 1.66624 -2.68306
H 2.66463 3.68433 -1.91019
H 0.87219 5.26287 -0.95812
C -3.64630 8.74330 -0.67274
O -4.15484 7.63542 -1.40480
H -3.78680 9.64789 -1.26255
H -4.18627 8.84121 0.27242
H -2.57977 8.60022 -0.48006
H -4.01925 6.84908 -0.86357
C 3.61920 -6.73897 -2.13758
O 3.53018 -6.34572 -3.50036
H 3.97648 -5.89201 -1.55204
H 2.63322 -7.03986 -1.77298
H 4.32202 -7.56930 -2.03604
H 3.21301 -7.10864 -3.99746
C -0.81473 -4.94404 -5.50742
O 0.35801 -5.61517 -5.06521
H -0.66555 -3.87046 -5.39682
H -1.00077 -5.17577 -6.55869
H -1.67044 -5.25390 -4.90161
H 0.20250 -6.56084 -5.17249

Cartesian forces, eV/Å:
-0.45 0.26 0.20
1.72 -0.01 -0.52
-1.00 -0.12 1.00
-0.03 1.28 1.99
1.03 -1.58 -0.03
-0.24 -2.36 -0.02
2.14 2.83 -0.75
1.20 0.24 -2.94
-0.26 -0.84 1.53
0.61 0.18 0.45
1.13 1.19 0.07
-1.61 -1.42 0.16
0.34 -0.17 -0.71
-0.63 -0.09 -0.82
0.73 -0.16 -0.61
0.03 0.84 0.19
-0.52 1.57 1.14
-0.32 1.01 0.15
0.27 1.82 0.60
-0.95 2.06 -0.93
-0.62 -0.76 -1.43
-0.51 0.92 -0.39
0.63 -0.65 0.31
-0.75 -0.65 0.16
-3.48 -0.52 1.33
1.73 0.52 -0.79
0.49 -0.62 0.19
0.27 -1.10 0.02
-0.21 -0.90 -0.29
-3.06 -2.13 0.29
1.63 2.98 0.41
-2.47 -1.00 1.56
0.87 -2.93 -0.96
-0.75 -0.78 -1.02
1.81 -3.21 -1.02
1.70 1.18 0.79
-2.12 -0.16 -2.23
1.18 0.65 0.82
1.12 -2.19 1.67
0.38 2.08 1.97
0.04 -1.41 -0.86
-1.64 -0.42 -2.18
-0.74 -0.33 0.36
-0.78 -0.30 1.11
-0.19 1.13 0.04
-0.15 -0.78 -1.20
0.21 -0.08 -1.33
0.35 0.86 0.59
-1.06 -0.24 0.53
0.04 -0.82 -1.13
0.25 -1.30 -0.71
1.12 0.38 -0.88
1.08 0.33 -1.08
-0.05 1.40 -0.20
1.17 -0.51 0.00
0.25 1.40 0.33
0.26 1.10 0.88
-0.99 -0.39 0.33
-0.52 -0.04 1.28
-0.45 -1.27 -0.31
1.15 0.39 0.28
-0.14 0.19 -0.73
-0.29 -0.68 1.14
1.31 -0.17 0.21
1.29 0.28 0.49
-0.78 0.24 -0.95
0.45 -0.74 1.05
0.13 1.12 0.35
0.01 0.38 -1.36
-0.50 1.36 0.36
-0.14 -1.06 0.63
-1.30 0.47 -0.20
0.42 0.22 -1.15
-0.44 -0.71 0.94
-0.05 0.70 1.32
0.40 0.50 -1.00
-1.32 0.20 -0.15
0.01 1.25 0.48
1.11 -0.37 0.14
-1.11 -0.23 0.41
0.59 0.23 0.12
-0.05 0.51 0.45
0.01 -0.31 0.11
-0.03 -0.11 -0.07
-0.04 -0.13 -0.03
0.11 0.20 0.05
0.02 0.21 0.10
-0.05 0.11 -0.16
-0.09 -0.21 -0.25
-0.01 -0.02 -0.03
0.00 0.00 -0.12
0.07 -0.02 0.21
-0.02 0.02 0.24
0.08 0.21 -0.02
0.03 -0.32 -0.02
0.07 -0.06 0.11
0.09 -0.09 0.01
-0.17 0.16 0.00
-0.14 0.14 -0.10
0.09 0.16 0.01

Properties
* HOMO: -11.32 eV
* charge: +1

=====

Entry 3:
Entry from the OMol25 dataset: a cluster of 2 separate species, C7H7N in total (ωB97M-V/def2-TZVPD).

Element x y z (Å)
C 0.33463 0.64445 2.53644
C -0.26320 -0.55348 2.03798
C -0.58465 -0.69871 0.67305
N -0.08594 0.25071 -0.22190
C 0.71528 1.27178 0.20792
C 0.79015 1.63588 1.65188
H 0.17817 1.22907 3.55268
H -0.72050 -1.27035 2.70597
H -0.98802 -1.66269 0.16507
H 0.88322 2.01763 -0.60696
H 1.19266 2.54477 1.98647
C -0.59778 -1.57172 -4.04924
C -0.25883 -1.01287 -2.96875
H -0.65371 -2.20603 -4.89535
H -0.10387 -0.69935 -1.89020

Cartesian forces, eV/Å:
-1.00 2.94 0.30
-1.22 0.48 -0.28
2.63 0.74 -0.71
0.97 -0.37 1.63
-2.93 0.49 1.40
-0.42 -3.91 -3.30
0.43 -2.65 -1.35
0.29 -0.04 0.28
0.29 1.98 1.27
0.51 -0.72 0.88
0.47 1.05 0.26
1.94 2.34 5.09
-1.54 -2.60 -3.18
-0.24 0.12 -0.39
-0.20 0.14 -1.89

Properties
* SMILES: c1ccncc1.C#C
* HOMO: -9.74 eV
* energy above the lowest of the compared OMol25 structures with the same formula, charge and spin: 77.4 kcal per mole

=====

Q: Which formula does entry 2 have?
A: C30H51F2N3O11PSSi

=====

Q: Among the records above, which one has the highest HOMO?
A: C33H43Cl2FN2O13S